[1]
A molecular structure, C18H43NO4Ti. Source: the Open Molecules 2025 dataset; level of theory: ωB97M-V/def2-TZVPD.

Each line ends with the Mulliken charge.
CARTESIAN COORDINATES (ANGSTROEM)
Ti 0.4158 0.6735 0.1728  0.426
C 1.9402 0.2118 -4.0202  -1.430
C 2.1337 -0.2485 -2.5876  0.946
C 3.5615 -0.6927 -2.2925  -1.326
O 1.7611 0.8328 -1.6762  -0.229
H 2.0089 -0.6387 -4.7009  0.395
H 2.6495 0.9819 -4.3199  0.379
H 0.9254 0.6026 -4.1386  0.320
H 1.4022 -1.0267 -2.3707  -0.015
H 3.6362 -1.0771 -1.2714  0.153
H 4.2178 0.1828 -2.3116  0.414
H 3.9020 -1.4228 -3.0201  0.433
H 2.3522 1.5782 -1.8281  0.149
C 4.1506 2.3309 1.9555  -1.697
C 3.5708 0.9897 1.5526  1.290
C 4.2623 -0.1512 2.2752  -1.223
O 2.1524 0.9461 1.8052  -0.297
H 5.2054 2.3979 1.6968  0.436
H 4.0580 2.4766 3.0390  0.438
H 3.6340 3.1680 1.4801  0.407
H 3.7214 0.8459 0.4757  -0.376
H 3.9305 -1.1323 1.9336  0.133
H 4.0730 -0.1082 3.3526  0.311
H 5.3450 -0.0971 2.1454  0.418
H 1.9255 1.6843 2.3780  0.243
C 1.4596 -2.8471 2.1457  -1.574
C 1.4530 -2.3763 0.6983  1.997
C 1.6719 -3.5018 -0.2827  -1.621
O 0.1996 -1.6888 0.4122  -0.134
H 1.0390 -2.0793 2.7965  0.340
H 2.4652 -3.0802 2.4929  0.417
H 0.8431 -3.7434 2.2503  0.415
H 2.2181 -1.6146 0.5291  -1.067
H 2.6418 -3.9633 -0.0828  0.412
H 1.6833 -3.1276 -1.3066  0.299
H 0.9174 -4.2829 -0.1776  0.489
H -0.4978 -2.3176 0.2026  0.143
C -3.9114 1.8149 1.6731  -1.429
C -2.9529 0.6580 1.3240  1.137
C -3.7444 -0.6259 1.1722  -1.201
C -4.5493 -0.7180 -0.1351  -0.638
C -3.6056 -0.5120 -1.3154  -1.205
C -2.8054 0.7885 -1.2506  1.467
N -2.1688 0.8803 0.0848  1.292
O -1.4025 2.0755 0.1698  -0.401
C -1.7051 0.7371 -2.2921  -2.057
C -3.7204 1.9832 -1.5667  -1.720
C -1.9385 0.4721 2.4510  -1.961
H -3.5953 2.7725 1.2417  0.155
H -4.9168 1.6680 1.2756  0.357
H -3.9808 1.9518 2.7479  0.470
H -3.1130 -1.5202 1.2031  0.225
H -4.4347 -0.7074 2.0139  0.388
H -4.9800 -1.7177 -0.2008  0.441
H -5.3758 -0.0057 -0.1757  0.328
H -4.1403 -0.5418 -2.2652  0.503
H -2.8962 -1.3524 -1.3452  0.298
H -1.2709 1.7212 -2.4786  0.454
H -2.0934 0.3647 -3.2418  0.466
H -0.8954 0.0589 -1.9894  0.108
H -4.0611 1.9412 -2.5995  0.432
H -3.1933 2.9369 -1.4572  0.370
H -4.5906 2.0267 -0.9112  0.360
H -1.2245 1.3058 2.4741  0.379
H -2.4205 0.4562 3.4256  0.578
H -1.3635 -0.4424 2.2891  0.245
H -1.9794 2.8450 0.2757  0.344

Gap between HOMO and LUMO (alpha / beta) in eV: 5.32 / 10.25
Total charge: +1
E_LUMO (alpha / beta) in eV: -1.9 / -2.2
⟨S²⟩: 3.75
HOMO level (alpha / beta) in eV: -7.2 / -12.5
2S+1: 4
Relative energy (zero: lowest compared OMol25 entry of this formula, charge and spin) in kJ/mol: 0.00
E_tot in Ha: -1916.527404

=====

[2]
4 unconnected molecules or ions with the total composition C18H44ClFO3P. Source: the Open Molecules 2025 dataset; level of theory: ωB97M-V/def2-TZVPD.

Each line ends with the Mulliken charge.
CARTESIAN COORDINATES (ANGSTROEM)
C 1.2715 -3.4958 0.7455  -1.371
C 1.7686 -2.0807 1.0718  1.146
C 2.7667 -1.5315 0.0488  -1.225
C 2.2008 -1.0439 -1.3120  -0.926
C 0.6801 -1.0100 -1.4947  0.431
C 0.0425 0.2170 -0.8387  0.053
C -1.4697 0.1513 -0.6427  -1.059
C -1.9999 -1.0936 0.1062  0.762
C -3.2441 -1.7143 -0.5752  -1.071
P -2.8719 -2.8906 -1.8367  0.651
F -1.6317 -3.7718 -1.4221  -0.162
Cl -2.4529 -2.0872 -3.5592  -0.033
H 1.9014 -4.2449 1.2264  0.428
H 0.2488 -3.6647 1.0894  0.187
H 1.3044 -3.6973 -0.3276  0.340
H 0.9346 -1.3845 1.1906  -0.946
H 2.2698 -2.1019 2.0434  0.649
H 3.3128 -0.7063 0.5107  0.417
H 3.5104 -2.3102 -0.1350  0.331
H 2.5404 -0.0151 -1.4690  0.316
H 2.6519 -1.6189 -2.1225  0.444
H 0.2158 -1.9388 -1.1460  -0.360
H 0.4878 -0.9582 -2.5732  0.250
H 0.2367 1.0565 -1.5095  0.248
H 0.5405 0.4571 0.1035  -0.197
H -1.7745 1.0406 -0.0853  0.256
H -1.9493 0.2329 -1.6251  0.473
H -2.3084 -0.8269 1.1164  0.112
H -1.2180 -1.8472 0.2239  -0.338
H -3.8301 -0.9327 -1.0734  0.495
H -3.9163 -2.2324 0.1181  0.510
H -3.8821 -3.8234 -2.0504  0.185
C 2.0655 2.3694 -5.4983  -1.481
C 0.9753 1.5803 -4.7950  0.662
C -0.2948 1.4890 -5.6252  -1.266
O 0.7004 2.1264 -3.5018  -0.425
H 1.7307 3.3943 -5.6802  0.371
H 2.9654 2.4094 -4.8857  0.353
H 2.3180 1.9222 -6.4599  0.386
H 1.3414 0.5725 -4.5835  0.166
H -0.6983 2.4879 -5.8104  0.352
H -1.0572 0.9104 -5.1003  0.212
H -0.1028 1.0200 -6.5906  0.399
H 0.3976 3.0345 -3.6203  0.277
C -1.5560 -2.4799 3.8893  -1.250
C -0.5426 -1.3489 3.8413  1.209
C -0.0310 -0.9732 5.2202  -1.531
O -1.0965 -0.2026 3.1764  -0.240
H -2.4274 -2.1850 4.4801  0.390
H -1.8963 -2.7373 2.8840  0.218
H -1.1264 -3.3716 4.3452  0.398
H 0.2977 -1.6441 3.2107  -0.624
H -0.8565 -0.6335 5.8514  0.400
H 0.6983 -0.1662 5.1527  0.340
H 0.4391 -1.8263 5.7093  0.401
H -1.8323 0.1243 3.7136  0.247
C 0.3978 3.5873 0.9320  -0.916
C -0.2071 3.9248 2.2842  0.372
C 0.8418 4.0050 3.3805  -1.302
O -1.2156 2.9747 2.6122  -0.530
H 0.8793 2.6066 0.9840  0.062
H -0.3855 3.5388 0.1739  0.221
H 1.1436 4.3176 0.6174  0.479
H -0.7353 4.8778 2.2188  0.361
H 1.3516 3.0421 3.4832  0.292
H 0.3779 4.2481 4.3360  0.339
H 1.5930 4.7629 3.1555  0.384
H -0.7893 2.1091 2.7028  0.278

Gap between HOMO and LUMO in eV: 8.30
Total charge: +1
E_LUMO in eV: -3.7
HOMO level in eV: -12.0
E_tot in Ha: -1839.139516